Record 1
The following is a quantum chemistry calculation of C10H14IrOS as an isolated structure, from OMol25.

Structure (ORCA input):
```
! wB97M-V def2-TZVPD RIJCOSX def2/J DEFGRID3
* xyz 4 6
Ir 0.47441 -0.14107 -0.44688
C -1.91395 -2.24974 -0.90270
C -0.78582 -1.55965 -1.53041
C -1.00377 -0.27718 -2.07569
C -2.33794 0.31597 -1.98724
C -3.40852 -0.39656 -1.41030
C -3.19174 -1.64948 -0.84563
H -1.78416 -3.27125 -0.55768
H 0.01044 -2.19258 -1.93773
H -0.36730 0.07806 -2.89332
H -2.51442 1.29483 -2.42235
H -4.40285 0.03632 -1.42080
H -4.01071 -2.19142 -0.38637
O 1.85005 0.61506 0.77815
S 3.30456 1.02120 1.23013
C 3.57848 0.31770 2.89613
C 4.01994 1.45600 3.79175
C 3.69669 2.76671 3.26701
C 3.26598 2.75815 1.81774
H 4.30142 -0.49845 2.80994
H 2.63221 -0.11793 3.24400
H 5.15628 1.42484 4.03788
H 3.77652 1.32166 4.88502
H 4.47062 3.56436 3.51665
H 2.95523 3.28387 3.98571
H 3.96427 3.30990 1.17476
H 2.27328 3.18596 1.63538
*
```

Summary:
* DFT total energy: -965.10447 a.u.
* ΔE to the lowest compared entry with this formula, charge and spin: 0.0 kJ/mol
* E_LUMO (alpha / beta): -14.907 / -18.963 eV
* frontier orbital gap (alpha / beta): 9.6 / 6.1 eV

Record 2
The following is a quantum chemistry calculation of an isolated ion of composition C10H14N and charge +1, from OMol25.

Structure (ORCA input):
```
! wB97M-V def2-TZVPD RIJCOSX def2/J DEFGRID3
* xyz 1 1
C -3.28597 -1.00032 -0.25693
C -2.25451 -0.42508 -0.09620
C 0.92900 -1.96522 -0.38973
C -0.25229 -1.80643 0.17346
C 1.81258 -0.80786 -0.72018
C 1.08722 0.57436 1.33905
C -0.37432 0.21773 1.66391
C 1.35538 0.52430 -0.19490
C -0.85506 -0.31581 0.25567
C -0.59414 1.92661 -0.91830
N -0.06305 0.60496 -0.74984
H -4.29868 -1.13895 -0.27735
H 1.49731 -2.97549 -0.56421
H -1.10954 -2.46613 0.30658
H 2.94702 -0.81703 -0.57679
H 1.72588 -0.69548 -1.84158
H 1.32119 1.62360 1.78912
H 1.88627 -0.13830 1.77514
H -0.23465 -0.56373 2.31844
H -0.95275 0.98618 2.16013
H 1.92691 1.34445 -0.66308
H -1.67377 1.97433 -1.02219
H -0.39886 2.63395 -0.04580
H -0.29093 2.51686 -1.78297
H 0.14972 0.18847 -1.68146
*
```

Summary:
* DFT total energy: -443.81182 a.u.
* ΔE to the lowest compared entry with this formula, charge and spin: 273.2 kJ/mol
* E_LUMO: -2.822 eV
* frontier orbital gap: 11.1 eV
* SMILES string: C#C[C@]12C=CC[C@H](CC1)[N@@H+]2C

Record 3
The following is a quantum chemistry calculation of an isolated molecule of C10H14N2, from OMol25.

Structure (ORCA input):
```
! wB97M-V def2-TZVPD RIJCOSX def2/J DEFGRID3
* xyz 0 1
C 0.41852 1.60324 -2.31886
C 1.70952 0.86662 -2.01906
C 1.51169 -0.47075 -1.30014
C 0.89209 -0.25624 0.05734
C 0.91411 0.38589 2.25874
C -0.17795 -0.68139 2.60354
C -2.40100 -0.97789 1.46991
C -2.72589 -0.98871 0.11299
C -1.57306 -0.67279 -0.64600
C -0.54644 -0.51137 0.25684
H -0.20374 1.04057 -3.05495
H 0.54629 2.63212 -2.77045
H -0.20675 1.71841 -1.42740
H 2.18644 0.69625 -2.97620
H 2.40843 1.49206 -1.41574
H 0.89097 -1.09136 -1.96280
H 2.46825 -1.02800 -1.18101
H 0.37663 1.35354 2.12708
H 1.63421 0.51887 3.07724
H -0.72054 -0.43753 3.49142
H 0.30752 -1.67011 2.68109
H -2.95379 -1.26927 2.38537
H -3.75072 -1.12197 -0.26783
H -1.56359 -0.60144 -1.71481
N 1.62856 0.13959 1.02237
N -1.06975 -0.66835 1.51132
*
```

Summary:
* DFT total energy: -498.94133 a.u.
* ΔE to the lowest compared entry with this formula, charge and spin: 29.2 kJ/mol
* E_LUMO: 0.894 eV
* frontier orbital gap: 9.2 eV
* SMILES string: CCCC1=NCCn2cccc21

Record 4
The following is a quantum chemistry calculation of an isolated molecule of C10H14N2, from OMol25.

Structure (ORCA input):
```
! wB97M-V def2-TZVPD RIJCOSX def2/J DEFGRID3
* xyz 0 1
C 2.07389 -1.50897 0.01394
C 0.96360 -0.57036 -0.89136
C 1.70443 0.90449 -0.71499
C -0.19321 2.23213 0.02912
C -0.99745 0.89992 -0.03075
C -2.33360 0.95107 0.45088
C -3.07148 -0.23890 0.39037
C -2.69988 -1.39682 -0.29984
C -1.36091 -1.45940 -0.62525
C -0.55417 -0.25569 -0.50081
H 2.55302 -1.75551 1.94284
H 1.19757 -0.35919 1.92731
H 2.19558 -2.77480 -0.04305
H 3.12294 -0.92913 -0.21412
H 1.12262 -0.96878 -1.99730
H 2.82674 1.11570 -0.46095
H 1.68595 1.48584 -1.79699
H 1.97209 2.18008 0.58612
H -0.68807 2.59805 0.92687
H -0.51783 2.73291 -0.92413
H -2.97433 1.66006 1.04664
H -4.11809 -0.18656 0.79541
H -3.55049 -2.24342 -0.33774
H -0.99387 -2.38082 -0.93254
N 1.59499 -1.40159 1.40148
N 1.03995 1.66972 0.25886
*
```

Summary:
* DFT total energy: -498.72454 a.u.
* ΔE to the lowest compared entry with this formula, charge and spin: 598.4 kJ/mol
* E_LUMO: 0.861 eV
* frontier orbital gap: 9.1 eV
* SMILES string: NC[C@@H]1CNCc2ccccc21

Question: The lowest DFT total energy belongs to which entry?
Answer: C10H14IrOS

Question: Look up the ΔE to the lowest compared entry with this formula, charge and spin of the second one.
Answer: 273.2 kJ/mol

Question: What is the DFT total energy in the fourth record?
Answer: -498.72454 a.u.

Please write out number 2 again, unchanged.
The following is a quantum chemistry calculation of an isolated ion of composition C10H14N and charge +1, from OMol25.

Structure (ORCA input):
```
! wB97M-V def2-TZVPD RIJCOSX def2/J DEFGRID3
* xyz 1 1
C -3.28597 -1.00032 -0.25693
C -2.25451 -0.42508 -0.09620
C 0.92900 -1.96522 -0.38973
C -0.25229 -1.80643 0.17346
C 1.81258 -0.80786 -0.72018
C 1.08722 0.57436 1.33905
C -0.37432 0.21773 1.66391
C 1.35538 0.52430 -0.19490
C -0.85506 -0.31581 0.25567
C -0.59414 1.92661 -0.91830
N -0.06305 0.60496 -0.74984
H -4.29868 -1.13895 -0.27735
H 1.49731 -2.97549 -0.56421
H -1.10954 -2.46613 0.30658
H 2.94702 -0.81703 -0.57679
H 1.72588 -0.69548 -1.84158
H 1.32119 1.62360 1.78912
H 1.88627 -0.13830 1.77514
H -0.23465 -0.56373 2.31844
H -0.95275 0.98618 2.16013
H 1.92691 1.34445 -0.66308
H -1.67377 1.97433 -1.02219
H -0.39886 2.63395 -0.04580
H -0.29093 2.51686 -1.78297
H 0.14972 0.18847 -1.68146
*
```

Summary:
* DFT total energy: -443.81182 a.u.
* ΔE to the lowest compared entry with this formula, charge and spin: 273.2 kJ/mol
* E_LUMO: -2.822 eV
* frontier orbital gap: 11.1 eV
* SMILES string: C#C[C@]12C=CC[C@H](CC1)[N@@H+]2C